Record 1
Formula: C18H45N3O3P
Source: the Open Molecules 2025 dataset
Level of theory: ωB97M-V/def2-TZVPD

Geometry as ORCA input:
```
! wB97M-V def2-TZVPD RIJCOSX def2/J DEFGRID3
* xyz -1 1
C -0.133 1.648 -0.880
C 0.056 0.225 -0.429
O 1.364 -0.084 0.099
P 2.638 -0.097 -0.892
O 3.629 -1.016 -0.320
C 2.161 -0.610 -2.554
C 1.249 0.310 -3.381
N 1.701 1.670 -3.460
O 3.257 1.395 -0.882
C 3.334 1.928 0.445
C 4.461 2.933 0.568
H -0.180 2.282 0.005
H 0.673 2.000 -1.523
H -1.092 1.742 -1.374
H -0.182 -0.504 -1.196
H -0.628 0.041 0.394
H 1.787 -1.631 -2.485
H 3.108 -0.675 -3.076
H 1.222 -0.150 -4.396
H 0.214 0.284 -3.037
H 2.719 1.626 -3.489
H 2.397 2.433 0.657
H 3.500 1.145 1.172
H 4.133 3.732 1.227
H 4.716 3.386 -0.381
H 5.343 2.506 1.025
C -1.757 2.065 3.829
C -0.254 1.947 3.627
N 0.510 2.270 4.819
C 1.927 2.447 4.551
C 2.713 1.234 4.045
C 0.173 1.509 6.006
C 0.268 -0.021 5.933
H -2.020 3.048 4.222
H -2.266 1.932 2.873
H -2.142 1.305 4.511
H 0.042 2.652 2.846
H -0.025 0.944 3.235
H 2.406 2.841 5.453
H 2.014 3.244 3.806
H 2.909 0.508 4.833
H 3.683 1.560 3.664
H 2.199 0.732 3.225
H -0.849 1.771 6.294
H 0.798 1.870 6.827
H -0.190 -0.417 5.026
H -0.260 -0.462 6.783
H 1.297 -0.374 5.976
C -2.355 -3.082 -0.975
C -3.030 -2.289 -2.082
N -2.230 -2.200 -3.285
C -2.715 -1.202 -4.219
C -4.096 -1.428 -4.852
C -1.795 -3.459 -3.854
C -2.870 -4.484 -4.245
H -1.354 -2.689 -0.793
H -2.931 -2.996 -0.052
H -2.271 -4.144 -1.206
H -3.185 -1.268 -1.722
H -4.035 -2.711 -2.260
H -1.977 -1.071 -5.014
H -2.733 -0.244 -3.691
H -4.077 -2.208 -5.612
H -4.425 -0.510 -5.344
H -4.853 -1.687 -4.110
H -1.117 -3.934 -3.141
H -1.173 -3.236 -4.724
H -3.624 -4.605 -3.466
H -2.404 -5.460 -4.401
H -3.376 -4.219 -5.172
*
```

Computed properties:
* total energy: -39298.1677 eV
* frontier orbital gap: 4.363 eV



Record 2
Formula: C40H54BBrCeN10S3
Source: the Open Molecules 2025 dataset
Level of theory: ωB97M-V/def2-TZVPD

Geometry as ORCA input:
```
! wB97M-V def2-TZVPD RIJCOSX def2/J DEFGRID3
* xyz 1 2
Ce -0.310 -1.443 -0.014
C -1.853 -3.261 2.332
C -1.007 -2.652 3.504
C 0.489 -2.604 3.344
C 1.294 -2.460 4.429
C 2.797 -2.456 4.405
C 3.192 -1.538 2.055
C 2.111 -2.481 1.605
N 0.902 -2.670 2.034
N -2.512 -2.304 1.363
C -3.557 -1.455 1.932
C -3.190 -0.345 2.891
C -4.081 -0.044 3.937
C -3.783 1.017 4.762
C -2.614 1.732 4.548
C -1.810 1.394 3.456
N -2.054 0.364 2.642
C -3.119 -2.988 0.225
C -3.471 -2.057 -0.918
C -4.794 -1.869 -1.352
C -5.050 -1.225 -2.540
C -3.967 -0.771 -3.309
C -2.684 -0.996 -2.808
N -2.418 -1.618 -1.669
H -1.301 -3.984 1.733
H -2.649 -3.874 2.822
H -1.324 -1.631 3.706
H -1.150 -3.203 4.449
H 0.787 -2.447 5.429
H 3.067 -2.212 5.444
H 4.136 -2.082 1.762
H 2.281 -2.956 0.628
H -4.111 -1.029 1.081
H -4.297 -2.107 2.450
H -5.007 -0.619 4.010
H -4.417 1.315 5.593
H -2.343 2.573 5.171
H -0.946 1.987 3.184
H -2.358 -3.673 -0.176
H -4.005 -3.576 0.565
H -5.615 -2.278 -0.774
H -6.084 -1.002 -2.840
H -4.157 -0.262 -4.261
H -1.837 -0.708 -3.386
C 4.923 -1.285 3.950
C 3.405 -1.261 3.561
C 2.942 0.095 4.129
C 3.301 -3.864 4.123
N 3.332 -0.413 1.033
C 4.491 -0.193 0.321
C 4.290 0.868 -0.474
N 2.919 1.209 -0.417
B 2.227 2.165 -1.604
N 1.888 1.418 -2.981
C 1.750 2.279 -4.121
C 1.584 1.486 -5.179
N 1.704 0.151 -4.772
C 1.803 0.112 -3.405
S 1.666 -1.225 -2.396
C 1.603 -1.084 -5.755
C 1.465 -0.544 -7.199
C 2.905 -1.890 -5.696
C 0.359 -1.917 -5.421
N 1.001 3.023 -1.168
C 1.319 4.321 -0.802
C 0.196 5.033 -0.574
N -0.889 4.161 -0.828
C -0.398 2.907 -1.083
S -1.267 1.453 -1.124
C -2.358 4.486 -0.479
C -2.502 6.015 -0.725
C -3.384 3.771 -1.390
C -2.545 4.146 1.025
C 2.367 0.507 0.622
S 0.920 0.764 1.476
H 4.958 -1.221 5.049
H 5.470 -0.411 3.603
H 5.432 -2.201 3.623
H 3.172 0.110 5.204
H 1.888 0.237 3.909
H 3.452 0.929 3.653
H 2.665 -4.658 4.544
H 4.323 -4.028 4.504
H 3.392 -4.053 3.057
H 5.358 -0.840 0.511
H 5.008 1.382 -1.049
H 3.146 2.848 -1.922
H 1.809 3.347 -4.012
H 1.373 1.760 -6.188
H 2.359 0.081 -7.418
H 0.520 0.034 -7.315
H 1.464 -1.347 -7.927
H 3.756 -1.239 -5.726
H 2.875 -2.638 -6.498
H 2.939 -2.487 -4.761
H -0.506 -1.286 -5.264
H 0.509 -2.512 -4.532
H 0.130 -2.592 -6.237
H 2.343 4.611 -0.767
H 0.073 6.045 -0.272
H -2.260 6.293 -1.775
H -1.831 6.537 -0.043
H -3.508 6.375 -0.513
H -3.052 3.852 -2.411
H -4.353 4.247 -1.263
H -3.453 2.695 -1.153
H -1.697 4.539 1.609
H -2.534 3.085 1.187
H -3.465 4.515 1.402
Br 0.044 -4.206 -0.902
*
```

Computed properties:
* total energy: -173411.9764 eV
* frontier orbital gap (alpha / beta): 6.587 / 6.601 eV



total energy of number 1 (C18H45N3O3P)? -39298.1677 eV



What is the formula in the second record? C40H54BBrCeN10S3



Among the records above, which one has the highest total energy? C18H45N3O3P



Which of these has the highest total energy? C18H45N3O3P